<one>
Density functional theory data (ωB97M-V with the def2-TZVPD basis set) for C39H47Cl2IrN8O3SSb as an isolated structure.

Properties
2S+1: 2
Kohn-Sham gap (alpha / beta), eV: 3.47 / 3.81
E_HOMO (alpha / beta), eV: -11.628 / -11.828
Molar mass, g mol⁻¹: 1092.81
Expectation value of S²: 0.808
LUMO level (alpha / beta), eV: -8.157 / -8.014
Net charge: +2

Each line ends with the Löwdin spin population.
Geometry (Å):
Ir -0.45 0.11 0.58  0.685
Cl -5.63 0.15 0.50  0.000
C -4.64 1.18 1.46  0.002
C -5.22 2.13 2.30  0.000
C -4.44 2.97 3.06  0.002
Cl -5.19 4.12 4.09  0.001
C -3.03 2.89 2.98  0.000
C -2.15 3.74 3.68  0.000
C -0.79 3.58 3.54  -0.001
C -0.31 2.59 2.67  -0.001
N -1.11 1.80 1.99  -0.007
C -2.45 1.91 2.14  0.000
C -3.25 1.02 1.36  0.001
O -2.69 0.14 0.61  0.019
H -6.29 2.20 2.36  0.000
H -2.55 4.51 4.32  0.000
H -0.10 4.21 4.07  0.000
H 0.76 2.46 2.53  0.000
N -2.24 2.84 -2.38  0.000
C -1.39 2.82 -1.35  0.000
N -1.01 1.58 -1.13  0.004
C -1.68 0.86 -2.07  0.001
N -2.43 1.60 -2.85  0.000
C -1.58 -0.59 -2.11  -0.001
C -2.42 -1.37 -2.90  0.000
N -2.32 -2.69 -2.91  -0.001
C -1.38 -3.24 -2.15  0.001
C -0.56 -2.47 -1.34  -0.001
N -0.66 -1.15 -1.31  0.006
H -2.73 3.61 -2.80  0.000
H -1.06 3.70 -0.81  0.000
H -3.19 -0.91 -3.50  0.000
H -1.29 -4.32 -2.19  0.000
H 0.20 -2.93 -0.72  0.000
C 5.33 4.54 3.86  0.000
C 4.49 3.43 3.31  0.000
C 4.53 2.16 3.90  0.000
C 3.87 1.09 3.33  0.000
C 3.14 1.29 2.17  0.001
C 3.01 2.55 1.60  0.000
C 3.69 3.61 2.18  0.000
S 2.43 -0.14 1.42  -0.003
O 3.37 -1.21 1.49  0.012
O 2.00 0.22 0.03  0.037
N 1.05 -0.44 2.20  0.148
C 0.61 -1.76 2.27  0.016
C 1.26 -2.83 2.89  0.005
C 0.62 -4.06 2.87  -0.002
C -0.63 -4.19 2.27  0.007
C -1.20 -3.08 1.68  0.007
N -0.57 -1.90 1.67  0.084
H 5.27 4.58 4.94  0.000
H 5.03 5.51 3.45  0.000
H 6.37 4.37 3.59  0.000
H 5.10 2.01 4.80  0.000
H 3.93 0.10 3.75  0.000
H 2.40 2.68 0.72  0.000
H 3.61 4.60 1.74  0.000
H 2.23 -2.69 3.34  0.001
H 1.09 -4.92 3.32  0.000
H -1.15 -5.14 2.26  0.001
H -2.17 -3.11 1.20  0.000
C 5.37 0.77 -0.96  0.000
C 4.74 1.29 -2.23  -0.002
C 5.71 1.23 -3.40  -0.001
C 4.21 2.71 -2.05  0.000
Sb 2.89 -0.02 -2.62  -0.017
C 3.58 -2.21 -2.67  -0.002
C 3.47 -2.72 -1.25  0.000
C 2.63 -2.97 -3.59  0.000
C 5.01 -2.27 -3.17  -0.001
C 1.92 0.62 -4.66  0.000
C 0.90 -0.44 -5.02  0.000
C 1.24 1.95 -4.37  0.000
C 3.02 0.74 -5.69  -0.001
H 6.14 1.48 -0.62  0.000
H 5.87 -0.19 -1.11  0.000
H 4.65 0.65 -0.16  0.000
H 6.61 1.78 -3.13  0.000
H 5.30 1.69 -4.30  0.000
H 6.01 0.21 -3.64  0.000
H 5.03 3.36 -1.72  0.000
H 3.43 2.75 -1.29  0.000
H 3.82 3.12 -2.98  0.000
H 2.46 -2.56 -0.84  0.000
H 4.16 -2.22 -0.58  0.000
H 3.69 -3.79 -1.22  0.000
H 1.59 -2.81 -3.32  0.000
H 2.84 -4.04 -3.50  0.000
H 2.78 -2.69 -4.63  0.000
H 5.70 -1.77 -2.49  0.000
H 5.11 -1.85 -4.17  0.000
H 5.32 -3.32 -3.23  0.000
H 0.25 -0.68 -4.18  0.000
H 1.37 -1.35 -5.39  0.000
H 0.26 -0.06 -5.82  0.000
H 0.47 1.83 -3.61  0.000
H 0.77 2.31 -5.29  0.000
H 1.95 2.71 -4.04  0.000
H 3.66 -0.15 -5.72  0.000
H 3.64 1.62 -5.51  0.000
H 2.58 0.85 -6.68  0.000

***

<two>
Density functional theory data (ωB97M-V with the def2-TZVPD basis set) for C39H47Cl2IrN8O3SSb as an isolated structure.

Properties
2S+1: 2
Kohn-Sham gap (alpha / beta), eV: 7.09 / 5.51
E_HOMO (alpha / beta), eV: -12.759 / -12.756
Molar mass, g mol⁻¹: 1092.81
Expectation value of S²: 0.752
LUMO level (alpha / beta), eV: -5.671 / -7.249
Net charge: +2

Each line ends with the Löwdin spin population.
Geometry (Å):
Ir 0.65 0.82 -0.01  0.017
Cl -2.45 0.62 -3.86  0.002
C -1.22 -0.50 -3.41  0.004
C -0.83 -1.49 -4.33  0.000
C 0.16 -2.38 -4.04  0.003
Cl 0.59 -3.61 -5.17  0.001
C 0.87 -2.27 -2.82  0.000
C 1.94 -3.11 -2.42  0.001
C 2.58 -2.88 -1.24  0.000
C 2.22 -1.77 -0.46  0.001
N 1.22 -0.99 -0.80  -0.001
C 0.50 -1.24 -1.94  0.000
C -0.62 -0.40 -2.16  0.002
O -1.02 0.46 -1.22  0.068
H -1.34 -1.54 -5.29  0.000
H 2.23 -3.93 -3.07  0.000
H 3.41 -3.50 -0.91  0.000
H 2.79 -1.48 0.42  0.000
N -0.55 4.57 1.38  0.000
C -0.55 3.76 0.32  0.000
N -0.11 2.58 0.73  0.002
C 0.15 2.75 2.05  0.001
N -0.11 3.95 2.49  0.000
C 0.63 1.58 2.77  0.001
C 0.90 1.54 4.13  0.000
N 1.29 0.43 4.73  0.000
C 1.42 -0.65 3.98  0.000
C 1.17 -0.64 2.61  0.001
N 0.76 0.47 2.01  0.006
H -0.84 5.54 1.43  0.000
H -0.86 4.03 -0.68  0.000
H 0.80 2.44 4.72  0.000
H 1.75 -1.57 4.45  0.000
H 1.29 -1.53 2.01  0.000
C 7.87 -1.46 -3.08  0.000
C 6.88 -0.83 -2.14  0.000
C 5.55 -0.66 -2.51  0.000
C 4.64 -0.06 -1.65  0.000
C 5.07 0.38 -0.41  0.000
C 6.40 0.22 -0.02  0.000
C 7.29 -0.39 -0.88  0.000
S 3.99 1.12 0.78  0.000
O 3.62 0.13 1.76  0.000
O 4.60 2.34 1.22  0.000
N 2.61 1.44 -0.03  0.000
C 2.53 2.33 -1.07  0.000
C 3.47 3.24 -1.56  0.000
C 3.07 4.05 -2.61  0.000
C 1.78 3.96 -3.14  0.000
C 0.93 3.02 -2.62  0.000
N 1.31 2.21 -1.62  0.000
H 7.37 -1.97 -3.90  0.000
H 8.50 -2.18 -2.55  0.000
H 8.53 -0.70 -3.50  0.000
H 5.22 -0.99 -3.49  0.000
H 3.61 0.08 -1.97  0.000
H 6.72 0.58 0.95  0.000
H 8.32 -0.51 -0.58  0.000
H 4.45 3.33 -1.11  0.000
H 3.77 4.78 -3.01  0.000
H 1.47 4.59 -3.96  0.000
H -0.07 2.86 -3.01  0.000
C -3.73 1.86 2.81  0.006
C -3.60 0.34 2.95  0.084
C -4.90 -0.27 3.46  0.029
C -2.46 0.01 3.92  0.006
Sb -3.06 -0.47 0.98  0.514
C -4.59 0.08 -0.49  0.059
C -4.29 1.52 -0.89  0.008
C -4.48 -0.85 -1.69  0.003
C -5.98 -0.04 0.14  0.024
C -2.63 -2.60 1.09  0.071
C -2.60 -3.21 -0.31  0.003
C -1.24 -2.75 1.71  0.008
C -3.70 -3.26 1.96  0.029
H -3.91 2.29 3.79  0.000
H -4.57 2.13 2.17  0.000
H -2.82 2.31 2.40  0.004
H -5.16 0.23 4.40  0.009
H -4.81 -1.33 3.68  0.001
H -5.74 -0.12 2.78  0.001
H -2.68 0.46 4.89  0.000
H -1.51 0.40 3.58  0.003
H -2.37 -1.07 4.08  0.000
H -3.30 1.62 -1.33  0.002
H -4.38 2.21 -0.04  0.001
H -5.03 1.83 -1.63  0.000
H -3.46 -0.96 -2.06  0.001
H -5.08 -0.43 -2.51  0.001
H -4.90 -1.84 -1.47  0.000
H -6.14 0.70 0.92  0.000
H -6.18 -1.03 0.53  0.002
H -6.71 0.16 -0.65  0.007
H -1.93 -2.66 -0.98  0.001
H -3.59 -3.25 -0.76  0.000
H -2.23 -4.23 -0.23  0.001
H -0.48 -2.29 1.06  0.003
H -1.00 -3.81 1.80  0.000
H -1.17 -2.31 2.71  0.001
H -4.71 -3.05 1.61  0.002
H -3.62 -2.96 3.01  0.001
H -3.56 -4.34 1.92  0.008

***

Least stable = <one>

***

<one>
Density functional theory data (ωB97M-V with the def2-TZVPD basis set) for an isolated ion of composition C4H13N3 and charge +1.

Properties
2S+1: 2
Kohn-Sham gap (alpha / beta), eV: 3.79 / 7.87
E_HOMO (alpha / beta), eV: -7.590 / -11.672
Molar mass, g mol⁻¹: 103.17
Expectation value of S²: 0.753
LUMO level (alpha / beta), eV: -3.799 / -3.804
Net charge: +1

Each line ends with the Löwdin spin population.
Geometry (Å):
C 0.82 -1.88 0.45  0.002
C -0.12 -0.70 0.34  0.006
C 0.39 0.30 -0.73  0.013
N -0.95 3.76 -0.53  0.187
C -0.05 2.73 -0.49  0.539
N -0.47 1.43 -0.83  0.173
N 0.12 -3.12 1.01  0.001
H 1.30 -2.19 -0.47  0.000
H 1.63 -1.71 1.16  0.000
H -0.23 -0.21 1.30  0.002
H -1.13 -1.07 0.11  0.001
H 0.35 -0.24 -1.69  0.003
H 1.36 0.66 -0.40  0.003
H -0.66 4.69 -0.73  0.007
H -1.93 3.58 -0.39  0.011
H 1.00 2.86 -0.31  0.044
H -1.37 1.35 -1.27  0.009
H -0.49 -3.57 0.33  0.000
H 0.83 -3.80 1.30  0.000
H -0.41 -2.85 1.83  0.000

***

<two>
Density functional theory data (ωB97M-V with the def2-TZVPD basis set) for an isolated ion of composition C4H13N3 and charge +1.

Properties
2S+1: 2
Kohn-Sham gap (alpha / beta), eV: 10.93 / 5.43
E_HOMO (alpha / beta), eV: -13.748 / -13.727
Molar mass, g mol⁻¹: 103.17
Expectation value of S²: 0.755
LUMO level (alpha / beta), eV: -2.818 / -8.301
Net charge: +1

Each line ends with the Löwdin spin population.
Geometry (Å):
C -0.24 1.56 0.03  0.075
N 0.58 2.47 0.93  0.015
C -0.16 0.05 0.67  0.079
C -0.98 -0.11 1.92  0.012
N -0.66 -0.84 -0.40  0.671
C 0.40 -1.79 -0.92  0.053
N 0.91 -1.28 -2.20  0.017
H -1.32 1.85 0.07  0.001
H 0.02 1.61 -1.05  0.000
H 1.58 2.23 0.83  0.001
H 0.59 3.40 0.50  0.003
H 0.94 -0.31 1.09  0.027
H -0.85 0.62 2.63  0.000
H -2.00 -0.43 1.63  0.002
H -0.69 -0.87 2.68  0.002
H -1.45 -1.34 -0.02  0.023
H -0.21 -2.72 -1.23  0.004
H 1.21 -2.00 -0.18  0.014
H 1.86 -1.20 -2.44  0.001
H 0.33 -1.61 -2.96  0.000

***

Least stable = <two>